1.
93
Properties=species:S:1:pos:R:3 method="wB97M-V/def2-TZVPD" energy_ha=-10253.649574 total_charge=-1 e_homo_ha=-0.2270 homo_lumo_gap_ev=6.18
H -4.75 2.75 3.12
H 5.63 -5.19 1.97
H 1.65 -1.47 6.72
C 1.25 -7.36 -2.56
H 0.97 5.83 3.04
C -4.71 0.85 1.79
H 2.50 7.22 1.79
S -1.40 -4.36 1.24
F -1.47 -1.15 3.80
H -2.58 4.62 -7.19
H -4.29 4.54 -4.80
C -2.79 -0.87 1.78
H -3.16 6.20 -7.76
H -4.54 0.69 0.68
O -4.60 3.70 -1.03
Br -1.52 3.14 0.52
C -1.60 -1.69 2.47
O -2.71 7.41 -0.82
C 0.62 6.32 1.19
H 3.34 -7.74 -2.16
H 1.43 -6.47 -3.17
H 5.57 -5.02 0.22
C 1.63 0.34 5.54
O 2.58 -6.46 -0.76
O 4.68 -7.45 0.91
C -3.65 4.26 -1.89
H -2.22 9.99 -2.91
C -3.52 0.21 2.70
H 7.15 -5.17 1.04
H 4.23 -7.02 0.16
O 5.56 -6.54 -2.22
F -3.78 -1.65 1.17
H 2.24 -8.47 -0.99
F -1.61 -3.21 0.08
H 0.00 7.18 1.45
H -3.76 9.21 -2.49
H 2.09 7.46 0.07
C 6.04 -7.02 0.89
H -6.03 2.63 1.83
H 5.00 -5.93 -1.71
N -2.70 4.52 -2.61
H -2.53 8.29 -3.34
H 2.69 0.33 5.31
H 6.36 -6.67 -4.10
H -5.06 4.57 -7.54
H 1.30 1.38 5.64
H 6.50 -7.35 -0.04
F -3.03 -4.79 1.15
H 2.67 5.89 0.66
F -4.20 -0.36 3.82
C -4.63 5.05 -6.66
C 2.05 6.75 0.90
H -2.55 6.74 -1.50
O 0.59 5.39 2.26
Br -4.00 5.91 1.67
H 4.75 -5.91 -4.00
C -2.68 9.06 -2.58
H -1.02 8.45 -1.34
H 6.53 -4.18 -4.41
H 0.19 5.83 0.31
C -1.83 -3.25 2.67
F -3.12 -3.56 3.15
C -2.10 8.61 -1.25
C 2.41 -7.59 -1.61
F 0.24 -4.12 1.37
F -2.70 1.31 3.07
H 1.08 -0.09 4.70
O -0.05 -0.39 7.10
F -0.37 -1.35 1.86
C -3.20 5.49 -6.93
C 5.73 -5.98 -3.52
F -1.08 -5.46 0.02
H -5.69 0.34 2.10
O -4.67 4.12 -5.59
H 5.78 -3.94 -2.82
H 1.87 0.02 7.66
H 7.36 -4.69 -2.93
C 1.34 -0.43 6.81
Ga -3.87 3.64 0.73
F -1.22 -5.64 2.33
H 6.55 -7.51 1.72
F -0.97 -3.63 3.75
C 6.11 -5.51 1.04
C 6.39 -4.62 -3.42
H 1.12 -8.22 -3.22
H -2.27 9.37 -0.48
H 0.33 -7.19 -2.01
H 1.75 -6.35 -0.28
H -2.76 5.95 -6.05
H -5.26 5.91 -6.40
F -2.18 -0.12 0.73
C -4.91 2.42 2.03
H -0.51 -0.79 6.36

2.
77
Properties=species:S:1:pos:R:3 method="wB97M-V/def2-TZVPD" smiles="C/C(Cl)=C(/Cl)N(P(O)Br)S(=O)(=O)F.CCCCCC.CCCCCC.CCCCCC" energy_ha=-5442.036143 e_homo_ha=-0.3669 homo_lumo_gap_ev=9.42
O 0.54 1.60 2.73
C 3.48 -7.86 -3.37
C 2.28 -8.79 -3.27
H -3.39 2.19 -1.82
H 2.22 -9.26 -2.29
H -4.46 4.39 2.82
C -2.61 6.27 3.88
H -2.01 6.70 4.69
C 1.38 -1.43 1.57
H 4.41 -6.19 -2.39
H 2.83 -0.11 4.91
C 3.34 -4.17 -4.10
H 1.99 -5.78 -4.56
H 1.25 -4.43 -3.71
Br 2.84 2.75 4.79
C -1.47 0.39 -2.92
C -2.56 1.93 -1.17
H -0.80 3.35 3.23
H -2.97 1.91 -0.15
C -4.88 5.22 3.39
C 3.48 -6.75 -2.32
H 3.50 -3.41 -3.32
H -2.81 -0.19 -1.34
H 1.54 -1.35 2.66
H -1.93 0.62 -5.00
H 2.34 -9.58 -4.02
C -2.02 0.54 -1.50
C 2.15 -5.06 -3.75
H -0.58 1.02 -3.04
C -2.45 0.72 -4.04
Cl 4.83 0.36 0.19
F 1.82 3.39 1.77
S 1.54 1.83 1.75
H -3.38 -1.24 -4.17
H -1.00 4.96 5.83
H -1.22 0.29 -0.79
H 3.54 -7.44 -4.37
H 3.47 -7.20 -1.32
H 0.44 4.85 4.80
N 2.91 0.96 2.05
H 0.59 -0.70 1.33
H -5.80 4.87 3.85
H -4.26 -0.11 -3.14
H -1.08 3.12 -2.24
H 4.26 -4.75 -4.19
O 3.67 -0.20 4.42
H -1.92 3.99 -0.95
H 3.17 -3.66 -5.04
H -4.40 6.52 5.02
H -1.12 -0.65 -3.04
C -1.76 5.26 3.11
H 2.41 -5.03 -1.62
H -2.84 7.11 3.21
H -2.78 1.76 -3.97
C -1.35 4.02 3.90
O 1.09 1.54 0.44
P 3.86 1.18 3.51
H -2.30 4.94 2.21
C 3.35 0.02 1.10
H -4.33 0.06 -4.89
C -3.68 -0.20 -4.06
H 1.37 -6.31 -2.19
H 4.39 -8.46 -3.23
C -1.49 3.02 -1.23
H 1.07 -2.45 1.31
C 2.68 -1.08 0.85
H -0.19 3.41 5.62
H -5.14 6.02 2.69
H -0.67 2.80 -0.55
C -3.91 5.72 4.45
H -0.86 5.76 2.75
C 2.30 -5.78 -2.41
Cl 3.20 -2.22 -0.36
H -3.70 4.92 5.17
H -2.24 3.46 4.22
C -0.48 4.33 5.11
H 1.34 -8.25 -3.44

3.
106
Properties=species:S:1:pos:R:3 method="wB97M-V/def2-TZVPD" smiles="CP(O)[C@]1(CCCSC(=S)n2ccnc2)[C@H](Cl)CS(=O)(=O)O[C@@H]1N.C[N+](=O)[O-].C[N+](=O)[O-].C[N+](=O)[O-].C[N+](=O)[O-].C[N+](=O)[O-].C[N+](=O)[O-].C[N+](=O)[O-].C[N+](=O)[O-].C[N+](=O)[O-]" energy_ha=-5135.359905 e_homo_ha=-0.2863 homo_lumo_gap_ev=7.03
H -3.04 0.62 -3.57
N 5.23 4.08 1.62
C -3.17 1.45 -0.53
N -9.46 -5.10 2.76
H 8.70 5.37 -2.52
C -2.00 2.08 -2.30
O -8.36 -5.51 2.47
H 6.82 2.79 2.08
H 2.92 2.84 -2.56
N 4.53 2.39 -1.37
O 4.03 4.17 1.46
O 5.20 -5.91 -4.66
C -2.89 1.09 -2.61
H -3.12 -2.31 -0.28
N 6.15 -4.64 -0.80
C -8.41 -2.19 0.81
N -5.20 3.02 6.94
H 3.50 -7.40 -3.86
H 5.33 2.01 -1.86
S -1.35 2.84 1.51
C 1.86 3.89 -0.41
H 4.76 -8.52 -3.25
O -6.43 -2.17 1.99
O -5.46 3.67 7.93
H 1.12 5.26 -1.87
C 6.70 -4.50 -2.18
H 6.93 -3.45 -2.33
H 8.05 5.41 -4.19
C 5.74 2.74 1.98
O 2.56 -0.10 1.47
N -2.17 2.29 -0.94
H 2.27 -2.06 -0.73
O 1.88 1.87 -4.53
H -8.84 -1.41 1.43
H -10.23 -4.64 4.65
H 3.97 -2.20 -0.34
O 6.48 -7.62 -4.95
O -4.84 0.72 1.93
H 0.31 0.00 -3.51
H -10.98 -6.05 3.84
S 2.46 0.65 -4.01
O -6.32 -1.87 -0.15
H 7.60 -5.11 -2.25
O 6.03 4.99 1.48
H -7.35 0.95 2.51
N -2.20 -2.47 1.59
N 6.64 5.04 -2.70
O -10.13 -4.35 2.08
H 2.58 2.36 0.85
H 0.70 3.62 -2.26
N 5.44 -7.10 -4.62
H 0.33 1.54 -1.86
O -4.82 0.59 4.08
C 0.78 4.32 -1.42
H 1.92 -0.82 1.43
C -10.05 -5.53 4.06
H -6.55 2.55 2.60
N -5.33 0.91 3.03
H 3.50 -1.51 -1.88
O 3.70 0.99 -3.05
H -4.23 -2.46 1.11
H 1.43 -1.12 -2.76
H -3.17 2.66 7.28
H 5.94 -4.84 -2.87
H 2.82 4.22 -0.79
O 2.88 -0.27 -5.03
O 6.63 3.82 -2.73
H 1.70 4.48 0.50
S -0.86 4.71 -0.73
H -8.71 -2.08 -0.23
C -3.33 -2.00 0.74
C 7.89 5.71 -3.16
H 4.13 -8.70 -4.92
H -3.39 -0.92 0.82
O 6.73 -5.37 -0.03
N -6.93 -2.07 0.88
C 1.24 -0.06 -2.93
H 5.45 2.06 1.18
C -4.05 2.07 7.04
O 5.73 5.73 -2.33
C 3.23 -1.55 -0.82
N -3.63 0.70 -1.49
O -5.79 3.08 5.88
H 5.27 2.46 2.92
Cl 0.16 -0.33 -0.49
H 7.75 6.78 -3.08
C 1.86 2.42 0.04
C 4.37 -8.00 -4.12
C -6.66 1.58 3.07
H -8.68 -3.18 1.18
H 4.62 3.39 -1.44
P 3.34 0.09 0.01
C -1.50 3.17 -0.08
H -1.29 2.60 -2.92
H -3.94 1.57 6.08
O -1.99 -3.67 1.62
H -3.56 1.35 0.47
O 5.14 -4.02 -0.55
H -9.34 -6.19 4.55
H -4.28 1.37 7.83
C 3.30 1.96 -2.04
C 2.32 1.37 -1.01
C 1.04 0.75 -1.64
H 0.91 2.10 0.45
H -6.97 1.68 4.10
O -1.56 -1.64 2.20

4.
79
Properties=species:S:1:pos:R:3 method="wB97M-V/def2-TZVPD" energy_ha=-2095.162410 total_charge=-1 e_homo_ha=-0.1349 homo_lumo_gap_ev=5.79
H 3.00 -1.17 0.41
H 3.05 -0.80 -1.60
O -1.77 1.70 3.08
C -5.76 6.90 2.07
H 2.17 -4.48 -1.07
F -3.15 3.10 4.02
C -2.69 2.45 2.92
H 6.59 -0.26 -0.14
H -3.30 4.06 -2.00
H -0.09 -5.78 -2.90
H 2.23 -3.00 -1.98
H -1.89 -8.71 -2.79
H 1.17 1.58 1.81
C -0.53 5.73 1.52
H 2.44 -7.24 -2.87
C 2.52 4.62 2.69
H 0.28 -5.12 -0.07
C 3.86 -0.13 -1.91
H 3.33 0.81 2.53
P -5.09 4.99 -1.03
C -1.76 -7.83 -2.15
In -3.58 4.88 1.06
O -0.53 -7.89 -1.44
C -4.74 5.89 2.68
H -2.56 -7.81 -1.42
C 1.49 -6.95 -2.40
H -1.83 -6.93 -2.76
H -0.39 3.63 1.96
H -4.13 6.41 3.42
H -5.36 5.13 3.17
C 1.54 -4.62 -3.17
C 0.38 -0.78 -0.14
H -1.04 -4.94 -1.27
O -4.13 4.42 -2.31
H -6.41 3.74 0.21
H 1.09 -1.60 -0.17
O 1.03 0.46 0.13
N 0.86 -5.91 -3.21
H 5.33 0.95 -0.10
H 3.65 0.89 -1.56
C 4.92 -0.91 1.00
O -6.35 3.87 -0.74
H 0.99 -3.96 -3.85
H 0.23 6.50 1.28
C 0.18 4.37 1.39
H -4.34 2.28 1.67
C -0.36 -4.41 -0.60
N 3.48 -0.82 1.24
C 1.55 4.48 2.00
H -6.59 6.40 1.56
H -0.82 5.92 2.56
O 0.39 -3.44 -1.31
H -0.98 -3.89 0.13
H -1.33 5.53 -0.48
H 1.02 -0.15 2.13
C -1.67 5.89 0.50
H 3.21 4.59 3.49
C 1.63 -3.90 -1.82
H 5.44 -0.61 1.92
H 1.17 -8.95 -1.75
C 2.99 0.52 1.53
H 5.15 -1.97 0.85
H -0.40 -0.98 0.61
C -3.32 2.69 1.61
C 0.60 -8.17 -2.26
H -2.83 2.12 0.83
H 3.38 1.26 0.82
H 0.31 -8.56 -3.24
H 3.88 -0.12 -3.00
H -1.85 6.96 0.37
C 1.48 0.59 1.47
H -5.26 7.59 1.38
O 5.11 -0.61 -1.45
H -6.21 7.54 2.84
H 1.71 -6.59 -1.39
H 0.27 4.08 0.34
H 2.54 -4.73 -3.58
C 5.50 -0.13 -0.17
H -0.10 -0.70 -1.11

5.
85
Properties=species:S:1:pos:R:3 method="wB97M-V/def2-TZVPD" energy_ha=-2733.690677 total_charge=+1 e_homo_ha=-0.3806 homo_lumo_gap_ev=5.92
H -1.66 -3.37 -4.06
H -2.07 -3.66 1.10
C -4.03 -2.54 -3.53
N 4.61 -0.55 0.42
H -5.29 -1.28 -0.98
H -5.28 -3.16 -0.86
C -1.88 1.70 2.01
S 4.55 0.86 -3.39
O -1.31 2.87 2.63
H 3.97 -1.38 3.46
H 5.48 -4.51 2.77
F 4.31 2.49 -3.71
H -5.48 -2.18 0.69
H 5.16 -5.06 1.39
H 1.62 2.60 -5.61
H -2.44 0.03 -3.65
O 2.37 -0.23 1.48
H 0.75 0.27 -1.20
H -1.89 4.03 0.86
O 0.71 2.52 0.48
H -0.49 -2.38 -3.04
H -2.56 -3.85 -1.45
H -7.20 0.26 1.37
H -0.82 -1.82 1.43
H 4.60 0.19 3.26
C 3.22 -0.09 0.36
H 4.63 -0.99 5.91
C -2.87 -0.88 0.65
H 1.13 4.34 1.56
O 1.58 2.27 -4.70
C -1.49 -0.90 1.37
H -3.92 2.70 1.31
C 1.22 2.50 -0.87
H 2.49 2.29 -4.40
C -3.20 -3.40 1.08
C -1.46 -2.30 -3.65
C -3.77 0.42 0.63
O -3.51 2.51 4.74
H 1.68 1.10 -2.57
N 2.88 0.49 -0.91
H 2.12 3.20 -1.02
H -1.38 -2.52 -1.00
H -4.97 -2.00 -3.10
C -2.85 -0.36 -2.64
O 7.18 -0.83 1.73
C -3.27 1.75 1.32
H 0.37 2.90 -1.55
O 4.58 -1.31 6.82
C 1.58 1.04 -1.42
C -1.08 3.93 1.66
C -2.48 -2.70 -1.31
O 4.83 -4.44 2.07
H 1.64 -0.86 1.30
H 6.32 -0.48 -1.22
O 3.26 5.23 -0.61
H 7.37 -0.35 2.58
H -1.08 4.92 2.26
H -1.39 -1.61 -4.56
H 3.92 5.17 0.09
C -1.01 0.41 2.05
C 5.26 -0.27 -0.86
H 0.01 0.39 2.57
C -3.39 -2.24 -0.07
H -4.13 -3.68 -3.47
P 5.52 -1.34 1.76
H -3.87 -4.30 0.88
O -6.50 -0.33 1.67
H -6.47 -0.20 2.63
C -2.76 -1.96 -2.70
C -4.96 -2.17 -0.35
H -3.89 3.39 4.62
H 3.59 4.63 -1.29
C 0.33 3.85 0.91
H -3.93 -2.13 -4.60
N 4.84 -0.82 3.33
H -2.12 0.01 -1.84
C 4.13 0.38 -1.67
H -4.78 0.48 0.11
H 5.49 -1.29 7.13
O 3.72 0.00 -4.32
H -3.43 -2.90 2.08
O 6.02 0.55 -3.64
H 0.22 4.49 -0.06
H -3.05 2.35 3.91
H -3.90 0.07 -2.55